The following is a quantum chemistry calculation of 10 unconnected molecules or ions with the total composition C47H107ClN6O3 at a distorted geometry, from OMol25.

orbital gap = 1.25 eV
strongest force on any atom = 10.2 eV/A
net charge = +4

Each line ends with the Mulliken charge.
Cartesian coordinates (Å):
C1 -0.061 3.731 3.727  -0.730
N1 1.016 2.750 3.369  0.466
C2 2.023 2.635 4.423  -0.895
C3 0.226 1.386 3.201  0.551
C4 1.856 3.166 2.153  -0.144
C5 1.216 3.592 0.819  -0.871
O1 0.450 2.571 0.240  -0.451
H1 0.455 4.628 4.010  0.413
H2 -0.654 3.408 4.585  0.321
H3 -0.743 3.861 2.868  0.169
H4 2.569 3.562 4.560  0.425
H5 2.713 1.812 4.129  0.241
H6 1.639 2.438 5.415  0.351
H7 -0.121 0.939 4.177  0.269
H8 1.020 0.729 2.787  -0.324
H9 -0.573 1.645 2.525  -0.379
H10 2.443 2.294 1.918  -0.029
H11 2.561 3.933 2.419  0.455
H12 2.110 3.843 0.228  0.454
H13 0.691 4.555 0.832  0.365
H14 -0.555 2.785 0.472  0.367
C6 4.085 -3.801 6.547  -1.377
C7 3.481 -5.220 6.338  -0.234
C8 3.368 -5.918 7.694  -0.863
N2 2.727 -7.305 7.660  0.092
C9 3.504 -8.065 6.572  -0.880
C10 1.319 -7.309 7.533  -0.554
C11 0.797 -8.628 8.045  -0.861
C12 1.778 -8.929 9.189  -0.447
C13 2.881 -7.930 9.061  -0.654
H15 5.166 -3.974 6.530  0.359
H16 3.707 -3.337 7.447  0.395
H17 3.792 -3.129 5.767  0.366
H18 4.160 -5.717 5.652  0.296
H19 2.536 -5.284 5.792  0.360
H20 2.691 -5.396 8.280  0.423
H21 4.315 -6.062 8.167  0.463
H22 4.581 -7.819 6.678  0.350
H23 3.120 -7.753 5.601  0.332
H24 3.361 -9.134 6.742  0.400
H25 1.012 -6.919 6.578  0.512
H26 1.028 -6.507 8.227  0.360
H27 0.721 -9.470 7.330  0.324
H28 -0.200 -8.571 8.359  0.425
H29 2.250 -9.888 8.909  0.277
H30 1.374 -9.022 10.191  0.394
H31 3.891 -8.408 9.113  0.330
H32 2.823 -7.096 9.714  0.415
C14 -2.779 7.670 -2.113  -1.701
C15 -3.462 9.022 -2.290  -0.317
C16 -4.972 8.939 -2.277  -0.557
N3 -5.707 10.090 -1.650  0.086
C17 -5.614 10.079 -0.118  -0.843
C18 -7.150 9.974 -1.955  -0.517
C19 -7.323 10.326 -3.418  -0.669
C20 -6.214 11.410 -3.647  -0.620
C21 -5.286 11.384 -2.429  -0.471
H33 -1.719 7.659 -2.134  0.433
H34 -3.096 6.949 -2.863  0.356
H35 -2.949 7.116 -1.185  0.428
H36 -3.215 9.388 -3.298  0.359
H37 -3.166 9.755 -1.520  0.329
H38 -5.371 8.062 -1.728  0.401
H39 -5.172 8.840 -3.372  0.304
H40 -6.234 10.912 0.213  0.386
H41 -4.592 10.084 0.171  0.337
H42 -6.201 9.178 0.113  0.376
H43 -7.666 10.737 -1.307  0.465
H44 -7.451 8.965 -1.771  0.357
H45 -8.272 10.843 -3.557  0.380
H46 -7.122 9.398 -4.033  0.298
H47 -6.651 12.375 -3.649  0.363
H48 -5.658 11.153 -4.522  0.311
H49 -5.328 12.205 -1.694  0.430
H50 -4.215 11.298 -2.687  0.297
C22 6.526 -3.812 0.183  -1.412
C23 6.232 -2.499 0.893  -0.103
C24 7.409 -1.577 0.734  -1.099
N4 7.333 -0.271 1.410  0.332
C25 7.013 -0.465 2.839  -0.979
C26 6.322 0.698 0.741  -0.377
C27 6.869 2.090 0.831  -0.501
C28 8.360 1.881 1.244  -0.663
C29 8.645 0.424 1.241  -0.628
H51 5.804 -4.582 0.431  0.388
H52 7.534 -4.201 0.414  0.338
H53 6.520 -3.737 -0.902  0.363
H54 5.913 -2.576 1.929  0.348
H55 5.332 -2.009 0.495  0.303
H56 7.522 -1.421 -0.351  0.367
H57 8.349 -2.018 1.027  0.614
H58 7.787 -1.111 3.260  0.316
H59 6.023 -0.787 3.023  0.303
H60 7.044 0.523 3.303  0.408
H61 5.390 0.491 1.237  0.167
H62 6.159 0.403 -0.286  0.347
H63 6.337 2.757 1.512  0.240
H64 6.815 2.555 -0.192  0.336
H65 8.575 2.314 2.253  0.358
H66 8.977 2.436 0.530  0.336
H67 9.313 0.154 2.043  0.363
H68 9.067 0.036 0.315  0.444
C30 0.425 -2.897 3.430  -1.021
C31 -0.243 -3.148 2.131  -0.446
C32 -0.261 -1.846 1.356  -0.746
N5 -0.906 -1.795 0.033  0.634
C33 -0.182 -2.693 -0.904  -0.865
C34 -0.820 -0.380 -0.476  0.207
C35 -2.086 -0.125 -1.329  -0.469
C36 -3.045 -1.205 -0.978  -0.745
C37 -2.385 -2.022 0.103  -0.838
H69 1.492 -2.855 3.221  0.275
H70 0.159 -3.632 4.212  0.283
H71 0.128 -1.935 3.786  0.255
H72 -1.217 -3.571 2.247  0.433
H73 0.339 -3.948 1.588  0.262
H74 0.802 -1.581 1.180  0.319
H75 -0.619 -1.040 2.010  0.286
H76 -0.049 -3.726 -0.509  0.291
H77 0.848 -2.317 -1.056  0.329
H78 -0.664 -2.630 -1.907  0.378
H79 0.114 -0.271 -1.016  0.457
H80 -0.770 0.305 0.392  -0.641
H81 -1.727 -0.170 -2.381  0.350
H82 -2.506 0.884 -1.151  0.362
H83 -3.286 -1.810 -1.862  0.270
H84 -3.958 -0.745 -0.623  0.393
H85 -2.538 -3.079 0.108  0.528
H86 -2.642 -1.612 1.039  0.413
C38 -5.444 -4.915 -7.785  -0.859
C39 -5.427 -4.146 -9.057  -0.475
C40 -4.465 -2.991 -9.197  -0.220
N6 -3.551 -3.165 -10.371  -0.066
C41 -4.316 -3.576 -11.722  -1.065
C42 -2.398 -4.134 -10.216  -0.656
C43 -1.168 -3.344 -9.694  -0.866
C44 -1.453 -1.845 -10.031  -0.652
C45 -2.875 -1.822 -10.664  -0.608
H87 -9.553 -2.397 -3.352  0.010
H88 -4.823 -4.507 -7.062  0.281
H89 -6.227 -5.637 -7.561  0.311
H90 -6.035 -4.518 -9.730  0.511
H91 -2.019 -9.494 -8.574  0.001
H92 -3.820 -2.863 -8.266  0.339
H93 -5.167 -2.098 -9.317  0.275
H94 -3.499 -3.481 -12.434  0.575
H95 -5.143 -2.846 -11.825  0.364
H96 -4.775 -4.536 -11.443  0.393
H97 -2.198 -4.548 -11.216  0.330
H98 -2.868 -4.842 -9.616  0.573
H99 -0.282 -3.676 -10.009  0.514
H100 -0.907 -3.601 -8.674  0.410
H101 -0.682 -1.352 -10.587  0.402
H102 -1.301 -1.316 -9.176  0.383
H103 -2.931 -1.772 -11.753  0.393
H104 -3.555 -1.058 -10.310  0.403
C46 -4.387 3.303 1.418  -1.151
C47 -2.970 2.642 1.648  0.758
O2 -2.049 3.180 0.963  -0.862
O3 -2.692 1.741 2.461  -0.769
H105 -5.155 2.896 2.086  0.304
H106 -4.525 3.300 0.339  0.324
H107 -4.060 4.329 1.503  0.310
Cl1 3.185 -0.249 2.571  -0.803


The following is a quantum chemistry calculation of a molecular structure, C28H52AlBe2BrCl7NO7S at a distorted geometry, from OMol25.

orbital gap = 1.06 eV
strongest force on any atom = 5.9 eV/A
net charge = +2

Each line ends with the Mulliken charge.
Cartesian coordinates (Å):
C1 -0.479 -2.063 7.620  -0.409
C2 -0.623 -1.404 6.478  -0.481
C3 -0.892 -0.601 5.107  0.895
C4 -1.948 0.549 5.481  -0.503
C5 -1.413 2.052 5.150  -0.893
O1 -1.342 -1.609 4.181  0.043
C6 -1.698 -1.142 2.886  -1.306
N1 -3.158 -0.802 2.736  -0.039
Cl1 -0.680 0.223 2.176  0.626
C7 -1.458 -2.413 1.884  0.442
Cl2 0.173 -3.086 2.381  -0.062
O2 -1.437 -1.912 0.537  0.052
C8 -2.715 -2.182 -0.141  -0.265
C9 -3.075 -0.985 -1.152  -0.078
C10 -4.480 -0.264 -0.804  -0.655
C11 -4.356 1.252 -1.386  -0.691
C12 -3.586 2.130 -0.296  0.084
C13 -3.008 3.533 -0.865  -0.596
C14 -1.684 4.002 -0.048  -1.064
C15 -0.323 3.796 -0.889  0.614
C16 0.983 3.611 0.024  -0.596
C17 2.159 2.765 -0.677  0.167
C18 3.139 2.231 0.476  -0.614
C19 2.571 0.771 0.957  1.933
C20 3.735 -0.341 1.060  -1.108
C21 3.905 -1.278 -0.235  1.290
C22 4.180 -0.510 -1.627  -0.530
C23 3.424 -1.303 -2.842  -0.164
C24 1.917 -0.798 -3.029  0.203
C25 0.865 -1.420 -1.999  0.561
C26 0.722 -3.042 -2.087  -1.308
H1 -0.440 -2.932 8.366  0.397
H2 0.143 -0.149 4.852  0.110
H3 -2.091 0.552 6.625  0.443
H4 -2.989 0.412 5.047  0.272
H5 -2.244 2.743 5.556  0.379
H6 -0.475 2.323 5.732  0.336
H7 -1.350 2.268 4.035  0.083
H8 -3.594 -1.249 3.566  0.317
H9 -3.303 0.213 2.885  0.299
H10 -2.325 -3.158 2.064  0.096
H11 -3.600 -2.285 0.573  0.136
H12 -2.599 -3.173 -0.716  0.328
H13 -3.046 -1.278 -2.253  0.451
H14 -2.250 -0.191 -1.011  -0.359
H15 -4.676 -0.172 0.317  0.181
H16 -5.380 -0.819 -1.254  0.400
H17 -5.356 1.679 -1.722  0.428
H18 -3.650 1.164 -2.293  0.144
H19 -2.679 1.566 0.121  -0.424
H20 -4.285 2.342 0.591  0.290
H21 -3.856 4.291 -0.766  0.458
H22 -2.786 3.361 -1.982  0.336
H23 -1.805 5.136 0.104  0.364
H24 -1.660 3.519 0.992  -0.035
H25 -0.173 4.765 -1.492  0.403
H26 -0.500 2.961 -1.643  -0.262
H27 1.387 4.650 0.268  0.221
H28 0.675 3.053 0.976  -0.003
H29 1.676 1.901 -1.264  -0.425
H30 2.687 3.409 -1.471  0.585
H31 4.168 2.011 0.009  0.412
H32 3.272 2.959 1.345  0.373
H33 2.160 0.945 2.042  0.203
H34 1.667 0.448 0.318  -1.034
H35 3.440 -1.040 1.937  0.335
H36 4.747 0.116 1.366  0.387
H37 4.839 -1.927 -0.040  0.574
H38 3.042 -2.021 -0.358  -1.302
H39 5.303 -0.509 -1.863  0.420
H40 3.770 0.556 -1.669  -0.027
H41 3.542 -2.433 -2.747  0.381
H42 3.986 -1.008 -3.808  -0.407
H43 1.934 0.348 -2.904  -0.448
H44 1.500 -0.975 -4.087  0.462
H45 -0.183 -0.962 -2.142  0.090
H46 1.140 -1.210 -0.901  -0.355
H47 0.035 -3.345 -2.948  0.410
H48 1.753 -3.525 -2.139  0.445
H49 0.269 -3.348 -1.024  0.319
O3 0.547 -7.403 -1.783  -0.542
S1 0.350 -6.775 -0.471  1.150
O4 0.392 -7.795 0.584  -0.527
O5 -0.949 -6.077 -0.434  -0.552
O6 1.428 -5.781 -0.235  -0.514
Be1 1.533 -0.483 1.993  -0.194
Be2 -2.301 5.609 -1.972  0.221
C27 0.337 3.259 -4.730  0.184
Cl3 0.028 4.112 -6.253  -0.058
Cl4 1.013 4.391 -3.536  -0.061
Cl5 -1.186 2.576 -4.116  -0.041
Cl6 1.500 1.947 -5.000  -0.031
C28 4.661 0.020 -6.088  -0.060
O7 5.510 -0.477 -5.212  -0.381
H50 4.547 -0.526 -7.050  0.290
H51 3.605 0.108 -5.773  -0.171
H52 4.860 1.045 -6.456  0.293
Br1 1.524 -3.432 0.084  -0.170
Al1 -3.915 -3.735 3.163  0.780
Cl7 -2.743 -2.327 7.035  -0.349


The following is a quantum chemistry calculation of a single C22H26N2O9 molecule, from OMol25.

orbital gap = 8.68 eV
strongest force on any atom = 0.9 eV/A

Each line ends with the Mulliken charge.
Cartesian coordinates (Å):
C1 6.981 4.871 1.177  -0.817
O1 6.971 4.147 2.382  -0.439
C2 6.699 2.811 2.334  0.686
C3 6.706 2.142 3.561  -0.477
C4 6.448 0.793 3.624  -0.630
C5 6.174 0.072 2.462  0.418
O2 5.921 -1.271 2.635  -0.561
C6 5.816 -2.074 1.485  -0.567
C7 4.522 -1.868 0.685  0.656
O3 4.458 -2.107 -0.501  -0.631
N1 3.505 -1.431 1.472  0.341
N2 2.214 -1.147 1.185  -0.918
C8 1.725 -1.259 0.011  -0.636
C9 0.330 -0.944 -0.222  0.927
C10 -0.198 -1.054 -1.506  -1.177
C11 -1.526 -0.766 -1.765  -0.338
C12 -2.353 -0.355 -0.727  1.093
O4 -3.678 -0.032 -0.852  -0.301
C13 -4.318 -0.058 -2.122  -0.338
O5 -5.373 0.845 -2.107  -0.446
C14 -6.594 0.477 -1.475  0.054
C15 -6.594 0.735 0.048  -0.781
O6 -5.786 -0.117 0.813  -0.638
C16 -7.080 -0.924 -1.898  -0.124
O7 -7.517 -0.904 -3.243  -0.554
C17 -5.983 -2.004 -1.829  -0.523
O8 -5.759 -2.490 -0.544  -0.666
C18 -4.706 -1.497 -2.536  0.010
O9 -4.839 -1.561 -3.930  -0.644
C19 -1.836 -0.246 0.567  -0.626
C20 -0.515 -0.536 0.815  -0.962
C21 6.159 0.731 1.244  -0.486
C22 6.422 2.092 1.181  -0.443
H1 6.003 4.848 0.685  0.332
H2 7.743 4.496 0.487  0.332
H3 7.220 5.897 1.453  0.228
H4 6.920 2.708 4.453  0.409
H5 6.455 0.271 4.567  0.412
H6 6.670 -1.940 0.811  0.397
H7 5.824 -3.107 1.849  0.334
H8 3.721 -1.273 2.451  0.314
H9 2.299 -1.584 -0.853  0.542
H10 0.438 -1.374 -2.318  0.372
H11 -1.899 -0.875 -2.771  0.405
H12 -3.639 0.350 -2.884  0.386
H13 -7.304 1.207 -1.891  0.454
H14 -6.295 1.780 0.199  0.340
H15 -7.614 0.603 0.419  0.422
H16 -4.863 0.015 0.528  0.410
H17 -7.902 -1.225 -1.231  0.380
H18 -8.226 -0.260 -3.349  0.374
H19 -6.339 -2.860 -2.419  0.481
H20 -5.749 -1.752 0.098  0.533
H21 -3.880 -2.163 -2.263  0.652
H22 -5.720 -1.228 -4.161  0.471
H23 -2.491 0.068 1.365  0.378
H24 -0.110 -0.454 1.810  0.408
H25 5.938 0.209 0.326  0.392
H26 6.402 2.572 0.215  0.379


The following is a quantum chemistry calculation of a single C2H6O2 molecule, from OMol25.

orbital gap = 11.11 eV
strongest force on any atom = 1.0 eV/A

Each line ends with the Mulliken charge.
Cartesian coordinates (Å):
O1 -0.965 -0.358 1.132  -0.550
C1 0.209 -0.631 0.364  -0.245
C2 0.626 0.597 -0.481  -0.419
O2 -0.568 1.012 -1.103  -0.515
H1 -1.591 -1.089 1.030  0.311
H2 0.988 -1.031 1.023  0.288
H3 -0.033 -1.377 -0.404  0.259
H4 1.086 1.497 -0.036  0.263
H5 1.369 0.249 -1.214  0.268
H6 -1.121 1.131 -0.311  0.340


The following is a quantum chemistry calculation of 2 unconnected molecules or ions with the total composition CH6IN3 at a distorted geometry, from OMol25.

orbital gap = 8.47 eV
strongest force on any atom = 3.4 eV/A

Each line ends with the Mulliken charge.
Cartesian coordinates (Å):
H1 -2.298 1.507 -0.229  0.248
N1 -1.343 1.491 0.154  -0.459
N2 -1.204 0.562 0.949  -0.021
C1 0.044 0.394 1.645  -0.828
H2 0.833 0.867 1.196  0.383
H3 0.155 0.688 2.653  0.376
H4 0.321 -0.608 1.751  0.297
N3 0.396 -1.071 -1.894  -0.700
I1 2.074 -2.309 -1.499  0.080
H5 0.647 -0.105 -1.939  0.283
H6 0.375 -1.415 -2.786  0.340


The following is a quantum chemistry calculation of 7 unconnected molecules or ions with the total composition C26H31Br8N3O6 at a distorted geometry, from OMol25.

orbital gap = 8.87 eV
strongest force on any atom = 2.2 eV/A

Each line ends with the Mulliken charge.
Cartesian coordinates (Å):
O1 -3.245 1.592 -2.722  -0.478
N1 -3.947 2.205 -3.533  0.910
O2 -5.127 2.517 -3.355  -0.571
C1 -3.385 2.465 -4.855  -0.006
C2 -4.169 3.055 -5.803  -0.470
C3 -3.720 3.209 -7.090  -0.479
C4 -2.435 2.771 -7.410  -0.485
C5 -1.607 2.294 -6.404  -0.551
C6 -2.103 2.047 -5.142  0.418
H1 -5.164 3.444 -5.609  0.430
H2 -4.265 3.717 -7.870  0.379
H3 -2.118 2.795 -8.448  0.379
H4 -0.575 2.062 -6.646  0.284
H5 -1.449 1.511 -4.472  0.203
O3 0.408 -1.175 2.590  -0.503
N2 1.225 -0.529 1.941  0.965
O4 2.457 -0.500 2.170  -0.581
C7 0.741 0.217 0.783  -0.097
C8 1.649 0.952 0.046  -0.179
C9 1.253 1.523 -1.143  -0.320
C10 -0.063 1.426 -1.568  -0.240
C11 -0.968 0.786 -0.735  -0.577
C12 -0.582 0.180 0.452  -0.538
H6 2.684 0.920 0.358  0.042
H7 2.017 1.980 -1.759  0.368
H8 -0.347 1.772 -2.550  0.363
H9 -1.980 0.602 -1.071  0.728
H10 -1.328 -0.316 1.052  0.471
O5 1.981 -0.005 6.557  -0.593
N3 1.119 -0.822 6.752  1.056
O6 0.170 -0.751 7.518  -0.632
C13 1.293 -2.053 6.075  -0.071
C14 2.323 -2.161 5.193  -0.038
C15 2.536 -3.378 4.551  -0.554
C16 1.602 -4.407 4.713  -0.433
C17 0.491 -4.239 5.543  -0.533
C18 0.368 -3.057 6.275  -0.333
H11 3.024 -1.344 5.076  0.367
H12 3.395 -3.494 3.907  0.398
H13 1.766 -5.362 4.214  0.382
H14 -0.213 -5.053 5.644  0.499
H15 -0.499 -2.935 6.918  0.477
Br1 -4.277 -0.745 2.530  -0.122
C19 -2.893 -1.882 3.267  -0.225
C20 -3.431 -3.089 3.943  -0.555
Br2 -4.616 -2.647 5.451  -0.156
H16 -2.255 -1.269 3.874  0.339
H17 -2.345 -2.237 2.398  0.045
H18 -2.653 -3.698 4.386  0.252
H19 -3.989 -3.723 3.265  0.442
Br3 -2.127 -2.919 -0.572  -0.154
C21 -3.173 -1.774 -1.760  -0.416
C22 -4.147 -2.578 -2.578  -0.666
Br4 -5.072 -1.471 -3.853  -0.166
H20 -2.462 -1.215 -2.350  0.292
H21 -3.705 -1.102 -1.093  0.368
H22 -4.804 -3.152 -1.930  0.419
H23 -3.625 -3.326 -3.175  0.388
Br5 4.804 1.485 5.180  -0.160
C23 4.722 2.085 3.332  -0.533
C24 5.599 1.240 2.425  -0.465
Br6 5.248 1.791 0.592  -0.151
H24 5.064 3.112 3.366  0.431
H25 3.695 2.012 3.012  0.233
H26 5.252 0.207 2.481  0.241
H27 6.663 1.242 2.598  0.423
Br7 6.029 3.198 -3.869  -0.150
C25 4.484 2.042 -4.064  -0.531
C26 3.360 2.807 -4.717  -0.584
Br8 1.803 1.610 -4.674  -0.145
H28 4.244 1.674 -3.077  0.237
H29 4.773 1.190 -4.673  0.389
H30 3.530 3.019 -5.755  0.427
H31 3.092 3.653 -4.099  0.397


| no. | HOMO (eV) |
| --- | --- |
| 1 | -11.747 |
| 2 | -10.886 |
| 3 | -8.201 |
| 4 | -10.264 |
| 5 | -8.852 |
| 6 | -9.777 |